No. 1
Formula: H24O12
Source: the OMol25 dataset
Level of theory: ωB97M-V with the def2-TZVPD basis set

Its total energy is -24960.0163 eV. The calculation puts the orbital gap at 9.1570 eV. As for the spin multiplicity: 1. As for the energy above the lowest of the compared OMol25 structures with the same formula, charge and spin: 161.92 kJ/mol. The structure (SMILES) is O.O.O.O.O.O.O.O.O.O.O.O. The strongest force on any atom is 0.01810 hartree/bohr.

Cartesian coordinates (Å):
O1 0.15 2.13 -1.18
H1 -0.02 2.84 -0.56
H2 1.06 2.27 -1.46
O2 -2.61 0.74 1.10
H3 -2.84 1.54 0.61
H4 -1.78 0.45 0.71
O3 2.68 -0.33 -1.37
H5 2.27 -0.33 -0.51
H6 3.48 0.20 -1.26
O4 -1.84 -0.33 -2.13
H7 -2.19 0.56 -2.20
H8 -1.16 -0.37 -2.79
O5 0.03 -0.46 0.33
H9 0.03 0.38 -0.13
H10 0.49 -0.29 1.14
O6 -1.41 -0.50 3.87
H11 -1.85 0.11 4.47
H12 -0.65 -0.02 3.56
O7 0.64 -0.67 -3.08
H13 0.86 -1.55 -3.37
H14 1.27 -0.49 -2.38
O8 -2.11 -2.38 0.34
H15 -1.49 -1.71 0.04
H16 -2.66 -2.55 -0.42
O9 -2.48 2.25 -1.20
H17 -2.77 2.98 -1.74
H18 -1.53 2.26 -1.29
O10 3.13 -0.36 1.54
H19 3.92 -0.32 2.08
H20 2.93 -1.29 1.48
O11 1.09 -3.09 -0.29
H21 0.52 -3.53 -0.92
H22 0.66 -2.25 -0.12
O12 1.06 1.29 2.20
H23 1.90 0.86 2.04
H24 1.24 1.93 2.89

---

No. 2
Formula: C15H30Br2FNO7S3
Source: the OMol25 dataset
Level of theory: ωB97M-V with the def2-TZVPD basis set

Its total energy is -207169.4706 eV. The calculation puts the orbital gap at 9.7257 eV. As for the spin multiplicity: 1. As for the energy above the lowest of the compared OMol25 structures with the same formula, charge and spin: 0.00 kJ/mol. The structure (SMILES) is CCCCON([C@H](Br)[C@H](C)Br)S(=O)(=O)F.O=S1(=O)CCCC1.O=S1(=O)CCCC1. The strongest force on any atom is 0.01827 hartree/bohr.

Cartesian coordinates (Å):
C1 1.10 -0.97 2.35
C2 1.84 -0.33 1.16
C3 0.86 0.12 0.05
C4 0.42 1.57 0.20
O1 -0.54 1.69 1.29
N1 -1.72 2.27 0.84
C5 -2.75 1.31 0.45
Br1 -3.79 1.98 -1.06
C6 -3.68 0.71 1.50
C7 -4.92 1.52 1.92
Br2 -2.68 0.07 3.05
S1 -2.13 3.62 1.69
O2 -3.07 4.37 0.95
O3 -2.37 3.40 3.07
F1 -0.75 4.32 1.56
H1 0.79 -0.20 3.06
H2 0.17 -1.45 2.02
H3 1.71 -1.72 2.86
H4 2.62 -0.97 0.77
H5 2.30 0.58 1.53
H6 1.34 0.02 -0.92
H7 -0.04 -0.49 0.06
H8 1.23 2.26 0.36
H9 -0.09 1.86 -0.72
H10 -2.20 0.48 0.02
H11 -4.03 -0.21 1.05
H12 -4.91 1.68 2.99
H13 -5.81 0.93 1.71
H14 -4.97 2.49 1.45
C8 6.86 1.78 -1.58
C9 6.42 3.24 -1.80
C10 4.94 3.22 -2.16
S2 4.25 1.75 -1.39
O4 3.81 0.84 -2.42
O5 3.36 2.14 -0.32
C11 5.79 1.15 -0.70
H15 7.84 1.72 -1.11
H16 6.91 1.26 -2.54
H17 6.57 3.80 -0.87
H18 7.01 3.73 -2.57
H19 4.40 4.09 -1.79
H20 4.78 3.12 -3.24
H21 5.78 0.06 -0.72
H22 5.85 1.51 0.33
C12 -2.46 -5.27 -1.21
C13 -3.97 -5.16 -1.46
C14 -4.54 -4.18 -0.42
S3 -3.20 -3.05 -0.02
O6 -2.84 -3.24 1.36
O7 -3.50 -1.74 -0.54
C15 -1.97 -3.83 -1.05
H23 -1.95 -5.77 -2.03
H24 -2.28 -5.83 -0.29
H25 -4.15 -4.78 -2.47
H26 -4.46 -6.13 -1.39
H27 -5.38 -3.61 -0.81
H28 -4.83 -4.68 0.50
H29 -1.00 -3.75 -0.56
H30 -1.95 -3.30 -2.00

---

No. 3
Formula: C30H24N6O8RuS
Source: the OMol25 dataset
Level of theory: ωB97M-V with the def2-TZVPD basis set

Its total energy is -70235.4979 eV. The calculation puts the orbital gap (spin up / spin down) at 7.2148 / 7.4459 eV. As for the spin multiplicity: 2. As for the net charge: -1. As for the energy above the lowest of the compared OMol25 structures with the same formula, charge and spin: 117.23 kJ/mol. The strongest force on any atom is 0.09007 hartree/bohr.

Cartesian coordinates (Å):
Ru1 0.08 -0.49 0.55
N1 -7.11 -2.46 -1.77
C1 -5.84 -1.91 -1.75
C2 -5.11 -1.79 -2.94
C3 -3.86 -1.19 -2.93
C4 -3.34 -0.71 -1.74
C5 -4.05 -0.83 -0.56
C6 -5.30 -1.41 -0.57
S1 -1.71 0.00 -1.71
O1 -1.65 0.87 -0.54
O2 -1.48 0.66 -2.97
N2 -0.63 -1.16 -1.38
C7 -0.73 -2.44 -1.70
N3 -1.60 -2.88 -2.60
C8 -1.65 -4.20 -2.81
C9 -0.86 -5.10 -2.11
C10 0.05 -4.54 -1.22
N4 0.12 -3.23 -1.00
H1 -7.29 -3.09 -2.54
H2 -7.43 -2.80 -0.88
H3 -5.52 -2.18 -3.86
H4 -3.27 -1.09 -3.82
H5 -3.60 -0.47 0.35
H6 -5.85 -1.51 0.36
H7 -2.35 -4.53 -3.57
H8 -0.91 -6.16 -2.27
H9 0.75 -5.15 -0.66
N5 2.20 -1.82 0.66
C11 3.25 -1.12 1.23
C12 4.42 -0.87 0.50
C13 5.50 -0.25 1.09
C14 5.43 0.14 2.42
C15 4.24 -0.03 3.12
C16 3.13 -0.64 2.55
C17 1.84 -0.61 3.26
C18 1.81 -0.63 4.66
C19 0.64 -0.40 5.35
C20 -0.53 -0.11 4.67
C21 -0.52 -0.10 3.28
C22 0.64 -0.39 2.57
H10 2.32 -2.14 -0.29
H11 1.74 -2.51 1.26
H12 4.45 -1.16 -0.54
H13 6.39 -0.05 0.52
H14 6.27 0.61 2.90
H15 4.17 0.35 4.13
H16 2.71 -0.85 5.21
H17 0.64 -0.44 6.43
H18 -1.44 0.11 5.21
H19 -1.44 0.14 2.75
O3 0.05 -3.16 1.86
N6 -0.55 -2.39 1.08
O4 -1.78 -2.09 1.11
O5 1.48 0.77 -1.05
C23 1.16 1.78 -0.39
O6 0.74 1.73 0.79
C24 1.35 3.15 -0.97
C25 2.16 3.36 -2.09
C26 2.42 4.64 -2.56
C27 1.85 5.69 -1.88
O7 1.97 7.04 -2.11
C28 1.18 7.67 -1.12
O8 0.55 6.70 -0.32
C29 1.00 5.48 -0.79
C30 0.74 4.22 -0.32
H20 2.58 2.50 -2.58
H21 3.07 4.81 -3.41
H22 0.41 8.29 -1.61
H23 1.82 8.31 -0.49
H24 0.10 4.03 0.53

---

No. 4
Formula: C4H10I2N
Source: the OMol25 dataset
Level of theory: ωB97M-V with the def2-TZVPD basis set

Its total energy is -21992.4509 eV. The calculation puts the orbital gap at 8.9879 eV. As for the spin multiplicity: 1. As for the net charge: +1. As for the energy above the lowest of the compared OMol25 structures with the same formula, charge and spin: 136.43 kJ/mol. The strongest force on any atom is 0.09719 hartree/bohr.

Cartesian coordinates (Å):
C1 0.13 -1.17 0.94
C2 -1.56 0.37 0.15
C3 0.11 -0.39 -1.46
C4 1.06 1.12 0.28
N1 -0.17 -0.05 -0.03
I1 0.77 2.07 2.14
I2 3.14 0.55 -0.07
H1 0.32 -0.89 1.97
H2 -0.65 -1.92 0.73
H3 1.18 -1.70 0.72
H4 -1.44 0.99 1.04
H5 -2.02 0.93 -0.75
H6 -2.11 -0.50 0.33
H7 -0.18 0.47 -2.15
H8 1.13 -0.47 -1.81
H9 -0.34 -1.30 -1.59
H10 0.63 1.90 -0.44

---

No. 5
Formula: CH4N3
Source: the OMol25 dataset
Level of theory: ωB97M-V with the def2-TZVPD basis set

Its total energy is -5561.7926 eV. The calculation puts the orbital gap at 10.6886 eV. As for the spin multiplicity: 1. As for the net charge: +1. As for the energy above the lowest of the compared OMol25 structures with the same formula, charge and spin: 298.36 kJ/mol. The structure (SMILES) is N=C=N[NH3+]. The strongest force on any atom is 0.05591 hartree/bohr.

Cartesian coordinates (Å):
C1 -1.11 -0.08 -0.05
N1 -2.25 -0.26 -0.03
N2 0.02 0.36 0.03
N3 1.37 0.05 -0.01
H1 -3.21 -0.07 0.25
H2 1.80 -0.13 -0.88
H3 1.68 -0.84 0.50
H4 1.69 0.98 0.18

---

No. 6
Formula: C32H27N5O10PS4Ti
Source: the OMol25 dataset
Level of theory: ωB97M-V with the def2-TZVPD basis set

Its total energy is -137294.2416 eV. The calculation puts the orbital gap (spin up / spin down) at 7.7972 / 8.0595 eV. As for the spin multiplicity: 2. As for the energy above the lowest of the compared OMol25 structures with the same formula, charge and spin: 0.00 kJ/mol. The strongest force on any atom is 0.00948 hartree/bohr.

Cartesian coordinates (Å):
Ti1 -0.88 -0.90 0.83
O1 0.46 -2.82 2.21
S1 0.49 -1.84 3.29
O2 0.29 -2.29 4.63
O3 -0.49 -0.76 2.89
C1 2.09 -1.08 3.21
C2 2.78 -0.86 4.39
C3 4.04 -0.30 4.35
C4 4.61 0.05 3.14
C5 3.92 -0.17 1.96
C6 2.65 -0.74 1.97
P1 1.71 -1.02 0.43
C7 2.34 -2.56 -0.28
C8 1.50 -3.26 -1.14
C9 1.94 -4.43 -1.75
C10 3.21 -4.91 -1.49
C11 4.05 -4.22 -0.63
C12 3.62 -3.05 -0.03
C13 2.31 0.29 -0.69
C14 2.55 0.02 -2.03
C15 2.83 1.05 -2.91
C16 2.89 2.36 -2.46
C17 2.65 2.64 -1.12
C18 2.36 1.61 -0.24
H1 2.32 -1.15 5.32
H2 4.58 -0.13 5.27
H3 5.60 0.49 3.11
H4 4.37 0.11 1.01
H5 0.50 -2.88 -1.34
H6 1.28 -4.97 -2.42
H7 3.55 -5.82 -1.96
H8 5.04 -4.60 -0.42
H9 4.28 -2.51 0.65
H10 2.49 -1.00 -2.40
H11 3.00 0.83 -3.96
H12 3.10 3.16 -3.15
H13 2.69 3.66 -0.76
H14 2.13 1.84 0.80
O4 -0.65 -0.49 -3.28
C19 -0.79 -0.10 -2.14
O5 -1.06 -0.91 -1.14
C20 -0.71 1.35 -1.79
C21 -0.69 2.25 -2.85
C22 -0.70 3.61 -2.61
C23 -0.73 4.11 -1.32
C24 -0.70 3.22 -0.28
C25 -0.68 1.81 -0.45
O6 -0.64 1.02 0.58
N1 -0.65 3.81 1.06
O7 -1.35 4.79 1.27
O8 0.09 3.31 1.89
N2 -0.67 4.55 -3.73
O9 -0.66 5.74 -3.48
O10 -0.61 4.08 -4.86
H15 -0.67 1.86 -3.86
H16 -0.75 5.18 -1.14
S2 -1.87 -3.40 0.74
C26 -2.97 -3.49 -0.52
N3 -3.07 -2.67 -1.55
C27 -3.91 -3.10 -2.66
C28 -4.97 -3.98 -2.03
S3 -4.13 -4.80 -0.64
H17 -2.32 -1.98 -1.67
H18 -3.31 -3.66 -3.38
H19 -4.34 -2.23 -3.16
H20 -5.35 -4.73 -2.72
H21 -5.80 -3.39 -1.63
C29 -4.53 2.70 0.85
N4 -3.67 2.32 1.96
C30 -3.26 3.17 2.96
C31 -2.43 2.47 3.77
N5 -2.38 1.19 3.26
C32 -3.13 1.10 2.15
S4 -3.37 -0.31 1.21
H22 -4.16 3.63 0.43
H23 -5.55 2.83 1.19
H24 -4.48 1.91 0.10
H25 -3.55 4.20 2.99
H26 -1.88 2.77 4.64
H27 -1.75 0.45 3.55

---

strongest force on any atom of number 1 (H24O12)?
0.01810 hartree/bohr